No. 1
{"formula": "C4H14O4", "method": "ωB97M-V/def2-TZVPD", "e_above_lowest_kcal_mol": 51.8, "spin_multiplicity": 2, "e_tot_ha": -461.6507, "homo_lumo_gap_ev": [7.343, 5.814], "total_charge": -1, "s_squared": 0.754, "elements": ["C", "C", "C", "O", "C", "O", "H", "H", "H", "H", "H", "H", "H", "H", "H", "H", "H", "H", "O", "H", "H", "O"], "positions_angstrom": [[-0.84096, 1.28587, -0.92825], [-2.52485, 0.45441, 2.10638], [-1.89488, -0.63710, 2.77780], [-1.32304, -1.58295, 1.73521], [-0.70739, 1.29047, -2.25305], [2.28718, 0.78242, -0.18125], [-1.78305, 1.37656, -0.40175], [0.09357, 1.32673, -0.36135], [-2.00425, 1.41023, 2.13953], [-3.58996, 0.65106, 2.17756], [-0.98653, -0.44899, 3.34522], [-2.54157, -1.30790, 3.34992], [-1.84842, -1.41483, 0.94345], [-1.54529, 0.93855, -2.86330], [0.24841, 1.20644, -2.75957], [2.62874, 0.84615, 0.71374], [3.23699, 0.37263, -3.19609], [2.62535, 0.55115, -1.74033], [2.40085, 0.41828, -2.71738], [0.71043, -1.77160, 0.32796], [1.84442, -0.89950, -0.25367], [1.44821, -1.82837, -0.26992]], "forces_ev_per_a": [[1.128, 0.920, -0.217], [-0.613, 2.558, 0.992], [1.384, -3.360, -0.812], [-0.584, 0.679, 0.509], [-0.748, -1.670, -0.141], [-0.145, -0.227, 0.133], [-0.206, -0.443, -0.168], [-0.167, 0.102, 0.203], [0.281, -0.250, -0.610], [-0.148, -0.645, -0.334], [-0.223, 0.611, 0.195], [-0.251, 0.475, 0.196], [0.193, -0.089, -0.156], [-0.206, 0.859, -0.092], [0.172, 0.201, 0.397], [0.223, 0.019, -0.096], [-0.176, 0.007, 0.254], [-0.363, 0.061, -0.093], [0.510, 0.057, -0.262], [-0.417, 0.123, 0.385], [-0.313, -0.087, -0.048], [0.669, 0.099, -0.238]]}

=====

No. 2
{"formula": "C4H14O4", "method": "ωB97M-V/def2-TZVPD", "e_above_lowest_kcal_mol": 13.6, "e_tot_ha": -461.7346, "smiles": "C/C=C(/C)O.O.O.O", "homo_lumo_gap_ev": 9.228, "elements": ["C", "C", "C", "O", "C", "H", "H", "H", "H", "H", "H", "H", "H", "H", "H", "O", "H", "H", "O", "H", "H", "O"], "positions_angstrom": [[0.74429, 1.95934, -0.22872], [-0.40737, 1.13211, 0.26271], [-1.24969, 0.45965, -0.51224], [-1.14991, 0.51057, -1.88297], [-2.40150, -0.35183, -0.00117], [0.72177, 2.33595, -1.25362], [1.70273, 1.44477, -0.11401], [0.76668, 2.81957, 0.42908], [-0.51027, 1.10128, 1.33362], [-0.85031, 1.38111, -2.16062], [-3.30299, 0.17420, -0.32959], [-2.35620, -0.31702, 1.07432], [-2.53731, -1.33743, -0.40809], [-0.14852, -1.46999, 2.18416], [-0.44192, -2.95058, 2.21885], [-0.88183, -2.09199, 2.26616], [1.18065, -0.55690, -2.37273], [1.57757, -1.59625, -1.34472], [1.74987, -0.68299, -1.60236], [3.25072, -0.56541, 0.37428], [1.82583, -0.52656, 0.94930], [2.71771, -0.87161, 1.11836]], "forces_ev_per_a": [[0.139, 0.249, 0.492], [0.446, -0.106, -0.507], [0.055, -0.303, 0.103], [-0.451, -0.293, -0.290], [-0.313, 1.374, -0.479], [-0.273, -0.175, 0.000], [-0.125, 0.006, -0.045], [0.301, 0.445, -0.025], [-0.248, -0.137, 0.223], [0.194, 0.010, 0.105], [-0.129, 0.091, 0.149], [-0.166, -0.454, 0.290], [0.555, -0.566, -0.010], [-0.133, 0.017, 0.031], [-0.164, 0.077, 0.053], [0.357, -0.137, -0.041], [-0.014, 0.127, 0.174], [0.087, 0.058, 0.079], [-0.044, -0.261, -0.278], [-0.250, -0.016, 0.017], [0.454, -0.030, -0.196], [-0.279, 0.025, 0.156]]}

=====

No. 3
{"formula": "C4H14O4", "method": "ωB97M-V/def2-TZVPD", "e_above_lowest_kcal_mol": 28.8, "e_tot_ha": -461.7103, "smiles": "OCCCCO.O.O", "homo_lumo_gap_ev": 10.841, "elements": ["C", "C", "C", "O", "C", "O", "H", "H", "H", "H", "H", "H", "H", "H", "H", "H", "H", "H", "O", "H", "H", "O"], "positions_angstrom": [[0.52311, 0.87753, -1.76943], [-0.21725, 1.73717, -0.77611], [-1.75283, 1.48118, -0.53411], [-1.97929, 0.62291, 0.55816], [0.49518, -0.64482, -1.50236], [-0.83377, -1.17588, -1.53853], [1.53290, 1.25665, -1.97138], [0.11809, 0.74250, -2.81868], [-0.29939, 2.76475, -1.07151], [0.23786, 1.45865, 0.16803], [-2.19748, 1.04018, -1.42103], [-2.37592, 2.39300, -0.46199], [-1.91030, -0.27591, 0.22947], [0.75600, -0.83724, -0.42684], [1.17860, -1.09657, -2.21276], [-1.23271, -0.72420, -2.29174], [3.10390, -2.88041, 3.22162], [3.03191, -4.18864, 2.28986], [2.56219, -3.41114, 2.63885], [-0.76938, 0.60451, 2.69936], [-0.04603, -0.18861, 3.85846], [0.07460, 0.44442, 3.13263]], "forces_ev_per_a": [[-0.722, -1.626, -2.222], [-2.124, -0.676, -0.078], [0.267, -0.532, -0.957], [-0.385, 0.254, 0.579], [0.414, 0.804, 2.880], [0.263, 0.444, -0.782], [-0.048, -0.271, 0.438], [-0.241, 1.440, 0.605], [1.304, 0.788, 0.145], [0.254, 1.035, 0.482], [0.018, -0.294, -0.436], [0.782, -0.132, 0.742], [0.170, -0.273, -0.128], [0.489, -0.101, -1.048], [0.008, -0.550, 0.037], [-0.406, -0.321, -0.081], [0.490, -0.295, -0.034], [0.088, 0.773, 0.574], [-0.583, -0.475, -0.544], [-0.192, -0.235, 0.027], [-0.261, 0.356, -0.536], [0.416, -0.115, 0.337]]}

=====

No. 4
{"formula": "C4H14O7", "method": "ωB97M-V/def2-TZVPD", "e_above_lowest_kcal_mol": 3.3, "e_tot_ha": -687.5047, "homo_lumo_gap_ev": 6.073, "total_charge": -2, "elements": ["O", "C", "O", "C", "C", "C", "O", "H", "H", "H", "H", "H", "H", "H", "H", "O", "H", "H", "O", "H", "H", "O", "H", "H", "O"], "positions_angstrom": [[-0.08901, -1.31468, -1.49661], [0.83480, -0.80118, -0.81976], [2.06827, -0.91915, -1.15980], [0.56313, -0.15808, 0.52265], [-0.60590, 0.91227, 0.39338], [-0.42848, 2.32033, 1.06041], [-1.50807, 2.65240, 1.83644], [1.42755, 0.38392, 0.89205], [0.25622, -0.85341, 1.29723], [-1.42689, 0.40976, 0.89476], [-0.91304, 1.13913, -0.63144], [0.47408, 2.28153, 1.72541], [-0.32935, 3.04231, 0.21450], [-3.10342, -0.68160, -0.85652], [-1.65174, -1.27413, -0.93847], [-2.57880, -1.44352, -0.61058], [0.89574, -2.02315, -3.33516], [2.31305, -1.80287, -2.81214], [1.83974, -2.14459, -3.59969], [3.45108, -0.48994, -0.05572], [4.04711, 0.98167, 0.33012], [4.13758, 0.02073, 0.47449], [-2.79473, 0.59974, 2.26380], [-3.49064, -0.72602, 1.84007], [-3.38830, -0.11147, 2.57061]], "forces_ev_per_a": [[-0.320, 0.469, -0.014], [1.769, -1.528, 0.172], [-0.394, 0.403, 0.326], [-1.079, 2.124, -0.724], [0.399, -0.311, 0.487], [-1.058, -0.616, 1.103], [-0.259, -0.108, -0.129], [0.382, -0.221, -0.115], [0.052, -0.436, -0.176], [-0.361, 0.462, -0.156], [0.169, -0.617, -0.163], [0.366, 0.183, -0.659], [0.687, 0.044, 0.142], [0.134, 0.247, -0.024], [-0.045, -0.089, 0.038], [-0.295, -0.357, 0.047], [1.072, 0.026, 0.164], [-0.647, 0.108, 0.039], [-0.555, -0.158, -0.262], [0.131, 1.201, 0.140], [-0.442, -1.067, -0.198], [0.163, -0.079, -0.069], [0.008, 0.204, -0.019], [0.334, 0.080, -0.268], [-0.209, 0.033, 0.316]]}

=====

Respective maximum force values: 0.0724 0.0289 0.0587 0.0484 Eh/bohr.